No. 1
{
  "formula": "C3H2CrO2",
  "method": "ωB97M-V/def2-TZVPD",
  "e_homo_ev": [-19.8, -19.9],
  "max_force_ev_per_a": 5.90,
  "spin_multiplicity": 5,
  "total_charge": 2,
  "s_squared": 6.043,
  "lumo_energy_ev": [-13.10, -11.70],
  "species": ["O", "C", "C", "O", "C", "Cr", "H", "H"],
  "xyz": [[0.459, -0.935, -0.052], [-0.807, -1.333, 0.239], [-1.649, -0.295, 0.168], [-0.955, 0.850, -0.168], [0.348, 0.531, -0.431], [1.952, 1.277, 0.452], [-1.034, -2.394, 0.174], [-2.730, -0.255, 0.098]],
  "mulliken_charge": [-0.17, 0.00, -0.09, -0.13, 0.15, 1.43, 0.39, 0.41]
}

---

No. 2
{
  "formula": "C3H2F2",
  "method": "ωB97M-V/def2-TZVPD",
  "e_homo_ev": -10.1,
  "max_force_ev_per_a": 4.75,
  "lumo_energy_ev": -0.20,
  "species": ["C", "C", "C", "F", "F", "H", "H"],
  "xyz": [[0.438, 1.832, 0.838], [-0.267, 0.113, 0.068], [-0.611, -1.128, -0.310], [1.115, 0.447, 0.658], [0.213, -2.210, -0.345], [0.698, 2.328, -0.028], [-1.586, -1.383, -0.881]],
  "mulliken_charge": [-0.12, -0.05, -0.06, 0.02, -0.21, 0.16, 0.26]
}

---

No. 3
{
  "formula": "C3H2F2O",
  "method": "ωB97M-V/def2-TZVPD",
  "e_homo_ev": [-9.6, -9.6],
  "max_force_ev_per_a": 3.38,
  "lumo_energy_ev": [-1.78, -1.78],
  "species": ["C", "C", "C", "O", "F", "F", "H", "H"],
  "xyz": [[-1.393, 0.811, 0.454], [-0.314, 0.282, 0.508], [0.849, -0.463, 0.331], [1.072, -0.973, -0.819], [2.092, 1.431, -0.308], [1.678, -0.756, 1.322], [-2.386, 1.055, 0.544], [2.005, -1.072, -0.770]],
  "mulliken_charge": [0.16, -0.49, 0.64, -0.29, -0.71, -0.14, 0.47, 0.36]
}

---

No. 4
{
  "formula": "C3H2F2O",
  "method": "ωB97M-V/def2-TZVPD",
  "e_homo_ev": [-8.6, -8.6],
  "max_force_ev_per_a": 3.81,
  "lumo_energy_ev": [-0.24, -0.24],
  "species": ["C", "C", "C", "O", "F", "F", "H", "H"],
  "xyz": [[-0.325, -1.105, 0.262], [-0.295, 0.075, -1.272], [0.068, 0.341, 0.812], [-0.286, 1.044, -0.341], [0.752, -1.932, 0.496], [-0.619, 0.452, -2.493], [-0.424, 0.853, 1.717], [1.129, 0.273, 0.819]],
  "mulliken_charge": [0.02, 0.22, -0.16, -0.21, -0.19, -0.12, 0.24, 0.21]
}

---

No. 5
{
  "formula": "C3H2F2OS",
  "method": "ωB97M-V/def2-TZVPD",
  "e_homo_ev": -9.6,
  "max_force_ev_per_a": 1.54,
  "smiles": "FC1(F)COC1=S",
  "lumo_energy_ev": -0.43,
  "species": ["F", "C", "F", "C", "O", "C", "S", "H", "H"],
  "xyz": [[-1.653, 0.708, 0.510], [-0.383, 0.236, 0.553], [0.123, 0.490, 1.757], [0.474, 0.695, -0.618], [0.740, -0.716, -0.946], [-0.138, -1.168, 0.019], [-0.510, -2.650, 0.560], [1.408, 1.220, -0.396], [-0.060, 1.184, -1.439]],
  "mulliken_charge": [-0.27, 1.13, -0.25, -0.56, -0.32, 0.02, -0.25, 0.25, 0.26]
}

---

No. 6
{
  "formula": "C3H2F2OS",
  "method": "ωB97M-V/def2-TZVPD",
  "e_homo_ev": -10.5,
  "max_force_ev_per_a": 3.89,
  "lumo_energy_ev": 0.28,
  "species": ["C", "C", "C", "O", "F", "F", "S", "H", "H"],
  "xyz": [[-0.230, -1.864, -1.454], [0.344, -0.900, -1.017], [-0.142, 0.615, 1.092], [0.967, 1.720, -1.132], [0.594, 1.057, 2.151], [-1.135, 1.463, 0.809], [1.236, 0.627, -0.226], [-1.007, -2.448, -1.751], [-0.627, -0.269, 1.527]],
  "mulliken_charge": [0.21, -0.65, 0.27, -0.48, -0.25, -0.20, 0.45, 0.41, 0.24]
}

---

No. 7
{
  "formula": "C3H2F3NO2",
  "method": "ωB97M-V/def2-TZVPD",
  "e_homo_ev": -11.4,
  "max_force_ev_per_a": 5.02,
  "lumo_energy_ev": 0.22,
  "species": ["C", "C", "C", "N", "O", "O", "F", "F", "F", "H", "H"],
  "xyz": [[1.700, 0.851, 0.664], [-0.042, 0.671, -0.373], [-0.570, -0.839, 0.135], [2.643, 0.796, 1.302], [0.286, 0.680, -1.681], [-0.973, -0.804, 1.390], [-0.897, 1.591, -0.124], [0.444, -1.637, -0.062], [-1.529, -1.181, -0.730], [0.166, 1.538, -2.283], [-1.227, -1.665, 1.761]],
  "mulliken_charge": [0.08, 0.58, 0.67, -0.38, -0.51, -0.47, -0.21, -0.24, -0.26, 0.38, 0.35]
}

---

No. 8
{
  "formula": "C3H2F4O",
  "method": "ωB97M-V/def2-TZVPD",
  "e_homo_ev": -10.4,
  "max_force_ev_per_a": 4.24,
  "smiles": "OC1C(F)(F)C1(F)F",
  "lumo_energy_ev": 0.56,
  "species": ["O", "C", "C", "F", "F", "C", "F", "F", "H", "H"],
  "xyz": [[1.489, 0.226, -1.159], [0.868, 0.019, 0.016], [-0.403, -0.839, 0.176], [-0.533, -1.659, 1.231], [-0.951, -1.402, -0.914], [-0.625, 0.661, 0.350], [-1.296, 1.422, -0.478], [-0.797, 1.103, 1.685], [0.816, 0.321, -1.774], [1.432, 0.149, 0.867]],
  "mulliken_charge": [-0.48, -0.55, 0.73, -0.26, -0.25, 0.52, -0.25, -0.27, 0.32, 0.50]
}

---

No. 9
{
  "formula": "C3H2FHgO2",
  "method": "ωB97M-V/def2-TZVPD",
  "e_homo_ev": [-13.0, -12.4],
  "max_force_ev_per_a": 6.77,
  "total_charge": 1,
  "lumo_energy_ev": [-8.02, -8.43],
  "species": ["C", "C", "O", "O", "C", "H", "F", "H", "Hg"],
  "xyz": [[-0.967, 0.929, 0.366], [0.970, -0.739, 0.148], [-0.005, 0.685, 1.141], [-0.961, 0.167, -0.731], [0.255, -0.476, -1.010], [2.045, -0.576, 0.239], [0.585, -1.840, 0.896], [0.777, -0.057, -1.870], [-2.699, 1.906, 0.820]],
  "mulliken_charge": [0.70, 0.30, -0.42, -0.26, -0.38, 0.31, -0.17, 0.31, 0.61]
}

---

No. 10
{
  "formula": "C3H2FIN2",
  "method": "ωB97M-V/def2-TZVPD",
  "e_homo_ev": [-8.6, -8.6],
  "max_force_ev_per_a": 4.15,
  "lumo_energy_ev": [-0.41, -0.41],
  "species": ["C", "C", "C", "N", "N", "F", "I", "H", "H"],
  "xyz": [[-1.162, 1.574, 0.972], [-0.056, 1.561, 0.487], [1.317, -0.924, -0.716], [0.280, -1.476, -0.470], [-0.704, -2.149, -0.658], [0.867, 1.852, -0.330], [3.004, -0.216, 0.209], [-2.115, 1.254, 1.317], [-1.431, -1.476, -0.810]],
  "mulliken_charge": [-0.23, 0.07, -0.05, 0.49, -0.88, -0.20, 0.20, 0.35, 0.24]
}

---

How do the records compare in relative energy (zero: lowest compared OMol25 entry of this formula, charge and spin)? In the order shown, they have 0.78 156.87 98.12 113.61 14.61 84.26 50.00 37.97 0.00 142.67 kcal per mole.